## w
Computed, not measured: an isolated ion of composition C8H9N2O and charge +1, with the ωB97M-V functional and the def2-TZVPD basis.

Results
E_LUMO: -3.42 eV
net charge: +1
spin multiplicity: 1

Each line ends with the natural charge from an NBO analysis.
Geometry (Å):
C: -1.9173 -0.6182 0.9955  0.366
C: 3.0077 -0.1532 -0.1086  -0.168
C: 2.2460 -1.3167 -0.1080  -0.177
C: 2.4797 1.1104 0.1510  -0.168
C: 0.8695 -1.2207 0.2080  -0.247
C: 1.1254 1.1989 0.1962  -0.236
C: 0.3622 0.0531 0.2759  0.201
C: -3.1891 0.2992 -0.6212  -0.071
N: -3.0306 -0.6106 0.4703  -0.328
N: -1.7155 0.9604 -0.7169  -0.276
O: -1.0259 0.4124 0.4785  -0.224
H: -1.6191 -1.2772 1.7425  0.246
H: 4.0594 -0.2520 -0.1716  0.238
H: 2.6646 -2.2834 -0.2269  0.246
H: 3.1373 2.0971 0.0761  0.262
H: 0.2022 -2.1657 0.3811  0.252
H: 0.6118 2.1263 0.1641  0.248
H: -3.7284 1.1026 -0.2023  0.247
H: -3.3127 -0.1585 -1.4990  0.227
H: -1.2273 0.6959 -1.4849  0.361

## x
Computed, not measured: C8H9N2O as an isolated structure, with the ωB97M-V functional and the def2-TZVPD basis.

Results
E_LUMO: -4.69 eV
net charge: +1
spin multiplicity: 1

Each line ends with the natural charge from an NBO analysis.
Geometry (Å):
C: 0.6548 -1.9472 2.0736  -0.164
C: -0.6960 -1.8917 2.2572  -0.168
C: 1.2653 -1.2859 1.0674  -0.206
C: -1.5395 -1.3817 1.2863  -0.199
C: 0.9132 0.2490 -0.8536  -0.264
C: 0.5471 -0.5748 0.1232  -0.026
C: -0.9525 -0.6149 0.2342  0.161
C: -0.1867 0.9382 -1.5181  0.506
N: -1.5966 0.2528 -0.4175  -0.361
N: -0.2248 2.4640 -1.2961  -0.783
O: -0.3621 0.5850 -2.7603  -0.636
H: 1.1763 -2.7373 2.7017  0.250
H: -1.1673 -2.3451 3.1704  0.246
H: 2.3741 -1.2781 0.8968  0.234
H: -2.6243 -1.4118 1.3392  0.246
H: 2.0111 0.4945 -1.0307  0.251
H: 0.4768 3.1524 -1.8800  0.467
H: -0.0596 2.8271 -0.2818  0.473
H: -1.2303 2.8820 -1.5238  0.464
H: -1.2917 0.8636 -3.0954  0.509

Least stable of them? w.

## w
Computed, not measured: a 2-piece molecular cluster, C6H11N3O overall, with the ωB97M-V functional and the def2-TZVPD basis.

Results
E_LUMO: 0.71 eV
net charge: 0
spin multiplicity: 1
SMILES: Cc1c[nH]cn1.CC(N)=O

Each line ends with the natural charge from an NBO analysis.
Geometry (Å):
C: -1.1315 1.6131 -2.9368  -0.641
C: -0.1844 1.0513 -1.9394  0.086
C: 0.5081 1.6470 -0.9339  -0.125
N: 1.3859 0.6993 -0.4691  -0.522
C: 1.1958 -0.4205 -1.2053  0.170
N: 0.2542 -0.2515 -2.0855  -0.468
H: -1.9989 2.1511 -2.5313  0.216
H: -1.5796 0.8340 -3.5446  0.234
H: -0.6328 2.3149 -3.6028  0.218
H: 0.5613 2.6870 -0.6653  0.216
H: 1.9592 0.8292 0.3464  0.420
H: 1.7354 -1.3283 -0.9861  0.195
C: -1.0444 -0.6288 2.4761  -0.730
C: 0.2715 -1.3313 2.6511  0.668
N: 0.5990 -2.1928 1.6349  -0.841
O: 0.9582 -1.2565 3.6547  -0.613
H: -1.0090 0.3023 1.9026  0.243
H: -1.4454 -0.2790 3.4310  0.242
H: -1.7900 -1.3169 2.0754  0.222
H: 1.4462 -2.7099 1.8153  0.405
H: -0.0589 -2.4136 0.9125  0.403

## x
Computed, not measured: a 2-piece molecular cluster, C6H11N3O overall, with the ωB97M-V functional and the def2-TZVPD basis.

Results
E_LUMO: 0.74 eV
net charge: 0
spin multiplicity: 1
SMILES: Cc1c[nH]cn1.CC(N)=O

Each line ends with the natural charge from an NBO analysis.
Geometry (Å):
C: 2.0456 -1.7000 -0.5960  -0.644
C: 1.4622 -0.4551 -1.0779  0.085
C: 1.2628 0.8046 -0.5960  -0.117
N: 0.7476 1.6407 -1.5477  -0.540
C: 0.6831 0.8838 -2.6873  0.141
N: 1.1784 -0.3542 -2.4499  -0.459
H: 1.4157 -2.1222 0.1923  0.221
H: 2.9384 -1.5305 -0.0285  0.225
H: 2.1918 -2.4466 -1.3981  0.239
H: 1.1492 1.0466 0.4566  0.221
H: 0.7568 2.6107 -1.2837  0.424
H: 0.4818 1.2666 -3.6790  0.201
C: -2.0418 1.1381 1.4048  -0.713
C: -1.3266 -0.0898 1.8795  0.668
N: -1.9176 -1.3296 1.8132  -0.823
O: -0.2723 -0.0325 2.4939  -0.626
H: -2.7255 0.8178 0.6201  0.216
H: -1.4042 1.8095 0.7967  0.238
H: -2.4221 1.7032 2.2563  0.252
H: -1.5059 -2.1476 2.2240  0.407
H: -2.6971 -1.5135 1.2066  0.383

Least stable of them? x.

## w
Computed, not measured: an isolated ion of composition CH5N4 and charge +1, with the ωB97M-V functional and the def2-TZVPD basis.

Results
E_LUMO (alpha / beta): -5.30 / -5.29 eV
net charge: +1
spin multiplicity: 1

Each line ends with the natural charge from an NBO analysis.
Geometry (Å):
C: -0.1185 -0.4071 -0.4495  0.185
N: 0.7403 -0.5858 1.8321  -0.303
N: -0.1338 -0.7115 0.9045  -0.174
N: -0.9525 0.5479 -1.0500  -0.387
N: 0.4479 0.8400 -0.9406  -0.412
H: 0.5390 -1.1414 2.6577  0.371
H: -0.9618 -1.3182 1.0589  0.419
H: -1.3080 0.3538 -1.9856  0.409
H: 0.6771 1.5871 -0.2711  0.443
H: 1.0704 0.8351 -1.7563  0.448

## x
Computed, not measured: a 2-piece molecular cluster, CH5N4 overall, with the ωB97M-V functional and the def2-TZVPD basis.

Results
E_LUMO: -4.42 eV
net charge: +1
spin multiplicity: 1

Each line ends with the natural charge from an NBO analysis.
Geometry (Å):
C: 0.2787 0.2305 0.1309  0.444
N: 1.4794 0.8563 -0.2159  -0.413
N: 1.4336 -0.5930 0.0480  -0.342
N: -0.9391 0.5537 0.7388  -0.391
N: -1.0067 0.0192 -0.5520  -0.423
H: 1.7178 0.8884 -1.2370  0.389
H: 1.8491 -0.5855 1.5455  0.358
H: -1.4318 0.1719 1.5878  0.449
H: -1.2123 0.7580 -1.3922  0.469
H: -1.0360 -1.0461 -0.7541  0.460

Least stable of them? x.

## w
Computed, not measured: C10H10BrClRe as an isolated structure, with the ωB97M-V functional and the def2-TZVPD basis.

Results
E_LUMO (alpha / beta): -0.52 / -1.56 eV
net charge: 0
spin multiplicity: 4

Each line ends with the natural charge from an NBO analysis.
Geometry (Å):
C: -1.2882 -0.9810 -0.7762  -0.229
C: -1.8258 -2.0967 -0.1260  -0.288
C: -2.9854 -1.7033 0.6348  -0.340
H: -1.5303 -3.0984 -0.2381  0.260
C: -3.2105 -0.3087 0.3508  -0.313
C: -2.1595 0.1422 -0.4870  -0.268
H: -1.9786 1.1212 -0.9247  0.265
H: -0.4676 -0.9067 -1.4788  0.274
H: -3.7855 -2.3432 0.9692  0.254
H: -4.0731 0.2119 0.7042  0.259
Re: -1.3464 -0.5942 1.3317  0.925
Br: 0.9242 -1.7166 1.4986  -0.384
C: 3.0018 1.5445 0.6148  -0.369
C: 1.9242 2.1835 -0.0718  -0.101
C: 1.5234 1.3174 -1.1573  -0.266
H: 1.3765 3.0867 0.2471  0.220
C: 2.4244 0.2054 -1.2106  -0.292
C: 3.3029 0.3059 -0.0669  -0.065
H: 4.0159 -0.4624 0.2692  0.216
H: 3.4283 1.8703 1.5617  0.225
H: 0.6777 1.4923 -1.8391  0.204
H: 2.3774 -0.6217 -1.9449  0.218
Cl: -0.3258 1.3515 2.1394  -0.403

## x
Computed, not measured: C10H10BrClRe as an isolated structure, with the ωB97M-V functional and the def2-TZVPD basis.

Results
E_LUMO (alpha / beta): -0.65 / -1.56 eV
net charge: 0
spin multiplicity: 4

Each line ends with the natural charge from an NBO analysis.
Geometry (Å):
C: 0.3633 -1.0659 -1.7577  -0.223
C: 0.9553 0.0747 -2.5097  -0.289
C: 2.3341 0.1558 -2.1395  -0.321
H: 0.4157 0.5648 -3.3467  0.276
C: 2.5958 -0.8621 -1.1452  -0.379
C: 1.3554 -1.6072 -0.9485  -0.286
H: 1.2429 -2.6107 -0.5138  0.267
H: -0.5668 -1.5996 -2.0481  0.272
H: 3.0659 0.8961 -2.5248  0.263
H: 3.5632 -1.1468 -0.7137  0.269
Re: 1.2211 0.4367 -0.3978  0.988
Br: -0.6091 2.2389 -0.6277  -0.405
C: -2.1754 0.1571 2.2142  -0.228
C: -1.4789 -1.0938 2.0858  -0.090
C: -1.7472 -1.6105 0.7934  -0.406
H: -0.7621 -1.4977 2.7926  0.220
C: -2.6250 -0.6966 0.1188  -0.072
C: -2.8740 0.3958 1.0010  -0.287
H: -3.4398 1.2897 0.7744  0.224
H: -2.0517 0.8615 3.0402  0.224
H: -1.2882 -2.4896 0.3549  0.206
H: -3.0365 -0.8380 -0.8694  0.205
Cl: 1.3263 0.5035 1.9949  -0.427

Least stable of them? x.

## w
Computed, not measured: a 2-piece molecular cluster, C2H6N3O2 overall, with the ωB97M-V functional and the def2-TZVPD basis.

Results
E_LUMO: 4.19 eV
net charge: -1
spin multiplicity: 1

Each line ends with the natural charge from an NBO analysis.
Geometry (Å):
C: 1.5453 1.0274 0.3775  -0.704
C: 1.6381 -0.4728 0.4158  0.106
N: 1.0862 -1.2750 -0.3744  -0.582
N: -2.1673 -1.0790 0.3670  -0.045
N: -1.2473 -0.5570 -0.2585  0.020
O: -1.4759 0.3819 -1.1381  -0.736
O: -3.4844 -0.5809 0.0483  -0.672
H: 2.4175 1.4487 -0.1285  0.200
H: 0.6489 1.3064 -0.1747  0.259
H: 1.4960 1.4441 1.3838  0.199
H: 0.5465 -0.8264 -1.1065  0.364
H: 2.2261 -0.8978 1.2312  0.127
H: -3.2296 0.0806 -0.6429  0.464

## x
Computed, not measured: a 2-piece molecular cluster, C2H6N3O2 overall, with the ωB97M-V functional and the def2-TZVPD basis.

Results
E_LUMO: 4.18 eV
net charge: -1
spin multiplicity: 1

Each line ends with the natural charge from an NBO analysis.
Geometry (Å):
C: -0.0064 -0.0483 -1.7702  -0.700
C: 0.9204 -0.9086 -0.9702  0.185
N: -0.4341 0.3994 0.7858  -0.379
N: 2.2084 -0.8898 -0.8935  -0.696
N: -0.9761 0.2854 1.7908  0.458
O: -1.2079 1.7824 2.5564  -0.890
O: -1.3159 -0.5419 2.6382  -0.580
H: 0.6022 0.8505 -2.1894  0.197
H: -0.7892 0.2712 -1.1345  0.275
H: -0.4735 -0.7322 -2.4691  0.202
H: 0.4191 -1.6864 -0.2158  0.187
H: -1.6796 1.3751 3.3063  0.429
H: 2.7325 -0.1568 -1.4350  0.313

Least stable of them? x.

## w
Computed, not measured: a 2-piece molecular cluster, C4H12S overall, with the ωB97M-V functional and the def2-TZVPD basis.

Results
E_LUMO: 0.90 eV
net charge: 0
spin multiplicity: 1
SMILES: CCS.CC

Each line ends with the natural charge from an NBO analysis.
Geometry (Å):
C: 0.0665 2.2969 -1.3633  -0.633
C: -0.3726 0.9911 -0.7232  -0.485
S: -2.2074 1.2065 -0.4039  -0.082
H: -0.1852 2.2399 -2.4343  0.211
H: 1.1336 2.4997 -1.2506  0.209
H: -0.5005 3.1867 -1.1147  0.224
H: -0.1684 0.0792 -1.2675  0.221
H: 0.0740 0.8340 0.2550  0.210
H: -2.6191 0.2588 -1.2646  0.125
C: 1.2277 -2.0028 0.8122  -0.625
C: 0.0204 -1.4157 1.5993  -0.622
H: 0.9006 -2.2327 -0.2109  0.202
H: 1.8856 -1.1741 0.5554  0.209
H: 1.6262 -2.8821 1.2890  0.216
H: -0.1026 -2.0804 2.4567  0.206
H: -0.9467 -1.4012 1.0981  0.213
H: 0.1679 -0.4037 1.9672  0.201

## x
Computed, not measured: a 2-piece molecular cluster, C4H12S overall, with the ωB97M-V functional and the def2-TZVPD basis.

Results
E_LUMO: 0.96 eV
net charge: 0
spin multiplicity: 1
SMILES: CCC.CS

Each line ends with the natural charge from an NBO analysis.
Geometry (Å):
C: 3.5591 1.7738 0.7082  -0.622
C: 3.9637 0.2995 0.6996  -0.405
C: 2.8258 -0.5995 0.1051  -0.606
H: 3.3372 2.2096 -0.2646  0.209
H: 4.2934 2.5644 1.1046  0.213
H: 2.5914 1.7069 1.2799  0.199
H: 4.0837 -0.3238 1.6385  0.216
H: 4.7336 0.2142 -0.0992  0.190
H: 2.1324 -0.7665 0.9841  0.197
H: 2.1990 -0.0970 -0.6123  0.196
H: 3.3849 -1.3655 -0.3581  0.214
C: -6.1117 -1.2391 -1.2487  -0.714
S: -6.4538 -0.8061 0.5184  -0.075
H: -5.3513 -2.0559 -1.2375  0.218
H: -7.0758 -1.5787 -1.4959  0.218
H: -5.6660 -0.4334 -1.8476  0.225
H: -6.4457 0.4971 0.1254  0.127

Least stable of them? x.